Density functional theory data (ωB97M-V with the def2-TZVPD basis set) for a 3-piece molecular cluster, C13H30IN4O4 overall.

For the HOMO-LUMO gap, the calculation gives 6.6 eV. As for the HOMO energy: -11.3 eV. Its multiplicity is 1. For the LUMO energy, the calculation gives -0.1710 Eh. As for the relative energy (zero: lowest compared OMol25 entry of this formula, charge and spin): 95.26 kJ/mol. Its energy is -1330.58120 a.u. The charge is +1.

Element x y z (Å)
C  -4.15  2.66  1.33
N  -3.37  2.14  2.48
C  -2.90  0.76  2.28
C  -1.38  0.83  1.88
C  -1.10  1.23  0.52
N  0.32  1.21  0.52
N  0.97  1.58  -0.66
C  0.81  0.84  1.71
N  -0.22  0.58  2.61
I  -0.18  0.02  4.57
H  -3.97  3.77  1.30
H  -5.26  2.47  1.39
H  -3.78  2.23  0.37
H  -3.84  2.27  3.37
H  -3.02  0.14  3.22
H  -3.42  0.20  1.47
H  -1.79  1.52  -0.30
H  0.32  2.16  -1.19
H  1.76  2.19  -0.41
H  1.88  0.75  1.97
C  3.24  5.07  -5.89
O  3.07  3.74  -6.37
C  3.58  2.76  -5.47
C  2.46  2.12  -4.66
O  1.85  3.06  -3.77
C  0.62  3.56  -4.28
H  2.62  5.73  -6.50
H  2.94  5.17  -4.85
H  4.29  5.37  -6.01
H  4.34  3.20  -4.81
H  4.06  1.99  -6.07
H  2.89  1.33  -4.04
H  1.72  1.67  -5.32
H  -0.16  2.80  -4.15
H  0.69  3.84  -5.33
H  0.34  4.44  -3.69
C  1.27  -6.11  2.59
O  1.03  -5.23  3.68
C  0.30  -4.08  3.31
C  -1.17  -4.21  3.69
O  -1.82  -5.23  2.95
C  -1.97  -6.43  3.69
H  1.60  -7.07  3.00
H  0.37  -6.29  2.00
H  2.06  -5.71  1.95
H  0.40  -3.88  2.23
H  0.73  -3.23  3.85
H  -1.68  -3.27  3.45
H  -1.28  -4.38  4.77
H  -2.78  -6.32  4.42
H  -1.05  -6.71  4.21
H  -2.23  -7.23  3.00